1.
{
  "formula": "C51H46N5OP2ReS",
  "method": "ωB97M-V with the def2-TZVPD basis set",
  "charge": 3,
  "e_tot_ev": -94653.3852,
  "e_above_lowest_kcal_mol": 0.0,
  "spin_multiplicity": 2,
  "homo_ha": [-0.55093, -0.55087],
  "gap_ev": [6.335, 4.847],
  "symbols": ["Re", "C", "C", "N", "N", "C", "O", "C", "C", "C", "C", "C", "C", "C", "C", "C", "C", "C", "N", "H", "H", "H", "H", "H", "H", "H", "H", "H", "H", "H", "H", "C", "N", "C", "P", "C", "C", "C", "C", "C", "C", "C", "C", "C", "C", "C", "C", "C", "C", "C", "C", "C", "C", "P", "C", "C", "C", "C", "C", "C", "C", "C", "C", "C", "C", "C", "H", "H", "H", "H", "H", "H", "H", "H", "H", "H", "H", "H", "H", "H", "H", "H", "H", "H", "H", "H", "H", "H", "H", "H", "H", "H", "H", "H", "H", "S", "C", "N", "C", "C", "C", "C", "H", "H", "H", "H", "H"],
  "coordinates": [[-1.030, -0.392, 0.142], [-3.704, -3.229, 2.067], [-2.840, -2.072, 1.699], [-1.861, -2.138, 0.848], [-1.530, -3.301, 0.226], [-0.638, -3.060, -0.702], [-0.165, -1.835, -0.947], [-0.104, -4.160, -1.504], [0.864, -3.891, -2.473], [1.373, -4.922, -3.244], [0.915, -6.221, -3.054], [-0.048, -6.491, -2.088], [-0.559, -5.467, -1.311], [-3.048, -0.725, 2.223], [-3.980, -0.459, 3.217], [-4.124, 0.831, 3.694], [-3.325, 1.842, 3.170], [-2.415, 1.525, 2.190], [-2.271, 0.278, 1.702], [-3.386, -4.111, 1.523], [-4.745, -3.013, 1.818], [-3.653, -3.436, 3.138], [1.204, -2.873, -2.621], [2.124, -4.719, -3.997], [1.307, -7.025, -3.663], [-0.402, -7.504, -1.945], [-1.312, -5.663, -0.561], [-4.587, -1.263, 3.607], [-4.845, 1.047, 4.472], [-3.408, 2.863, 3.516], [-1.769, 2.279, 1.764], [2.436, 0.213, 0.867], [2.506, 1.649, 0.612], [1.303, 2.352, 0.181], [0.173, 1.395, -0.962], [-0.777, 2.811, -1.590], [-0.255, 3.657, -2.571], [-0.976, 4.768, -2.983], [-2.215, 5.046, -2.415], [-2.748, 4.197, -1.455], [-2.033, 3.079, -1.048], [1.244, 0.898, -2.333], [2.532, 1.395, -2.535], [3.260, 1.011, -3.654], [2.704, 0.140, -4.580], [1.419, -0.354, -4.389], [0.692, 0.019, -3.268], [3.661, 2.326, 0.816], [4.913, 1.651, 0.723], [6.073, 2.342, 0.946], [6.030, 3.703, 1.285], [4.803, 4.378, 1.381], [3.631, 3.715, 1.139], [0.885, -0.443, 1.665], [1.503, -2.107, 2.038], [1.611, -2.584, 3.345], [2.100, -3.863, 3.575], [2.498, -4.664, 2.515], [2.421, -4.184, 1.214], [1.925, -2.913, 0.974], [0.678, 0.404, 3.246], [-0.302, -0.090, 4.111], [-0.497, 0.490, 5.353], [0.265, 1.588, 5.735], [1.234, 2.089, 4.880], [1.453, 1.492, 3.644], [3.269, -0.087, 1.494], [2.489, -0.345, -0.073], [1.585, 3.279, -0.309], [0.674, 2.595, 1.044], [0.706, 3.440, -3.024], [-0.573, 5.419, -3.749], [-2.766, 5.924, -2.726], [-3.722, 4.405, -1.030], [-2.465, 2.396, -0.325], [2.977, 2.098, -1.841], [4.258, 1.403, -3.809], [3.269, -0.146, -5.458], [0.985, -1.029, -5.115], [-0.306, -0.377, -3.113], [4.956, 0.614, 0.421], [7.026, 1.839, 0.850], [6.952, 4.238, 1.473], [4.781, 5.422, 1.663], [2.688, 4.231, 1.247], [1.334, -1.965, 4.188], [2.177, -4.229, 4.591], [2.880, -5.659, 2.702], [2.748, -4.796, 0.383], [1.876, -2.551, -0.046], [-0.893, -0.951, 3.822], [-1.232, 0.075, 6.032], [0.111, 2.047, 6.702], [1.837, 2.935, 5.183], [2.249, 1.869, 3.015], [-3.151, -0.637, -1.192], [-3.726, 0.248, -2.571], [-4.991, -0.060, -2.943], [-5.631, 0.487, -3.999], [-4.997, 1.418, -4.769], [-3.687, 1.765, -4.433], [-3.056, 1.189, -3.348], [-5.468, -0.760, -2.386], [-6.641, 0.147, -4.181], [-5.503, 1.862, -5.614], [-3.157, 2.492, -5.036], [-2.043, 1.450, -3.090]],
  "forces_ev_per_a": [[-0.74, -0.51, -2.04], [0.04, 0.04, 0.08], [0.07, -0.27, -0.13], [-0.42, 0.20, 0.19], [0.17, 0.21, -0.13], [-0.24, -0.20, -0.04], [0.38, 0.30, 0.98], [0.03, 0.11, -0.14], [0.01, -0.02, -0.02], [0.01, 0.00, -0.02], [0.01, 0.01, 0.01], [-0.01, 0.00, 0.01], [-0.01, 0.02, 0.00], [-0.06, 0.25, 0.01], [-0.04, -0.01, 0.00], [0.01, 0.04, 0.04], [-0.14, 0.00, 0.06], [0.16, -0.13, 0.06], [0.31, -0.11, 0.37], [0.01, -0.03, 0.00], [0.02, 0.01, 0.01], [0.01, 0.01, -0.02], [0.02, -0.03, 0.00], [-0.03, 0.00, 0.02], [0.00, 0.01, 0.02], [0.01, 0.03, 0.00], [0.02, -0.02, -0.01], [0.02, 0.02, 0.00], [0.01, 0.00, -0.03], [0.00, -0.02, 0.00], [0.05, -0.03, 0.01], [-0.07, 0.03, -0.01], [-0.10, -0.04, 0.08], [-0.05, -0.06, -0.04], [-0.31, -0.26, 0.38], [0.10, 0.21, 0.10], [-0.04, -0.05, 0.06], [-0.01, 0.00, -0.04], [-0.02, 0.00, 0.00], [0.02, -0.01, 0.01], [0.07, 0.10, 0.05], [-0.05, 0.03, -0.05], [-0.01, -0.03, -0.06], [0.00, 0.02, 0.04], [-0.01, -0.01, -0.01], [-0.01, 0.02, -0.03], [0.06, 0.01, 0.03], [0.01, -0.04, -0.01], [0.00, 0.02, 0.13], [0.04, 0.10, 0.02], [-0.03, -0.02, 0.00], [0.08, -0.01, 0.01], [0.06, -0.01, -0.15], [-0.13, 0.13, -0.20], [0.10, -0.03, -0.03], [0.00, -0.01, 0.01], [-0.02, 0.01, 0.01], [0.00, 0.00, 0.00], [0.01, 0.02, -0.01], [0.03, 0.04, 0.04], [0.03, -0.02, 0.03], [0.00, 0.07, 0.00], [0.01, -0.02, -0.01], [-0.04, 0.01, 0.01], [0.06, 0.02, -0.03], [-0.02, -0.06, 0.00], [0.06, 0.02, 0.07], [0.06, 0.03, -0.08], [0.07, 0.03, -0.04], [0.01, 0.03, 0.07], [-0.01, 0.03, 0.00], [0.00, -0.01, 0.03], [0.01, -0.03, -0.02], [0.02, -0.01, 0.01], [-0.03, 0.01, -0.04], [-0.01, 0.01, -0.05], [-0.03, -0.01, 0.00], [-0.01, -0.01, 0.03], [0.00, 0.01, 0.02], [0.03, -0.05, -0.01], [-0.04, 0.01, 0.01], [-0.01, 0.03, 0.00], [-0.02, -0.01, -0.01], [0.02, -0.02, -0.01], [0.00, -0.02, 0.01], [0.01, -0.05, -0.04], [0.00, 0.01, -0.03], [-0.01, 0.02, 0.00], [-0.03, 0.01, 0.01], [0.01, -0.04, 0.02], [-0.01, -0.03, 0.03], [-0.01, 0.03, -0.01], [0.00, -0.02, -0.01], [0.00, -0.02, 0.00], [-0.03, 0.02, 0.05], [0.23, -0.03, 0.61], [0.27, 0.21, -0.15], [0.00, 0.01, 0.02], [-0.04, -0.09, 0.07], [0.03, 0.08, -0.03], [0.05, 0.02, -0.02], [0.03, -0.11, -0.07], [-0.06, 0.01, -0.02], [0.01, -0.03, 0.03], [-0.01, -0.02, 0.00], [0.01, -0.02, 0.03], [-0.07, -0.03, -0.10]],
  "lowdin_spin": [0.00, 0.00, 0.00, 0.00, 0.00, 0.00, 0.00, 0.00, 0.00, 0.00, 0.00, 0.00, 0.00, 0.00, 0.00, 0.00, 0.00, 0.00, 0.00, 0.00, 0.00, 0.00, 0.00, 0.00, 0.00, 0.00, 0.00, 0.00, 0.00, 0.00, 0.00, 0.03, 0.32, 0.03, 0.01, 0.00, 0.00, 0.00, 0.00, 0.00, 0.00, 0.00, 0.00, 0.00, 0.00, 0.00, 0.00, 0.09, 0.11, 0.01, 0.21, 0.01, 0.11, 0.01, 0.00, 0.00, 0.00, 0.00, 0.00, 0.00, 0.00, 0.00, 0.00, 0.00, 0.00, 0.00, 0.00, 0.01, 0.00, 0.01, 0.00, 0.00, 0.00, 0.00, 0.00, 0.00, 0.00, 0.00, 0.00, 0.00, 0.00, 0.00, 0.01, 0.00, 0.00, 0.00, 0.00, 0.00, 0.00, 0.00, 0.00, 0.00, 0.00, 0.00, 0.00, 0.00, 0.00, 0.00, 0.00, 0.00, 0.00, 0.00, 0.00, 0.00, 0.00, 0.00, 0.00]
}

***

2.
{
  "formula": "C51H46O31",
  "method": "ωB97M-V with the def2-TZVPD basis set",
  "e_tot_ev": -117075.7619,
  "e_above_lowest_kcal_mol": 46.9,
  "homo_ha": -0.32546,
  "smiles": "O=C1C=C(O)C(=O)C=C1O.O=C1C=C(O)C(=O)C=C1O.O=C1C=C(O)C(=O)C=C1O.O=C1C=C(O)C(=O)C=C1O.O=C1C=C(O)C(=O)C=C1O.O=C1C=C(O)C(=O)C=C1O.O=C1C=C(O)C(=O)C=C1O.CC(C)=O.CC(C)=O.CC(C)=O",
  "gap_ev": 5.916,
  "symbols": ["O", "C", "C", "C", "O", "C", "O", "C", "C", "O", "H", "H", "H", "H", "O", "C", "C", "C", "O", "C", "O", "C", "C", "O", "H", "H", "H", "H", "O", "C", "C", "C", "O", "C", "O", "C", "C", "O", "H", "H", "H", "H", "O", "C", "C", "C", "O", "C", "O", "C", "C", "O", "H", "H", "H", "H", "O", "C", "C", "C", "O", "C", "O", "C", "C", "O", "H", "H", "H", "H", "O", "C", "C", "C", "O", "C", "O", "C", "C", "O", "H", "H", "H", "H", "O", "C", "C", "C", "O", "C", "O", "C", "C", "O", "H", "H", "H", "H", "C", "C", "C", "O", "H", "H", "H", "H", "H", "H", "C", "C", "C", "O", "H", "H", "H", "H", "H", "H", "C", "C", "C", "O", "H", "H", "H", "H", "H", "H"],
  "coordinates": [[2.940, 6.794, 0.667], [2.042, 6.199, 0.195], [1.479, 6.390, -1.099], [0.325, 5.530, -1.653], [0.105, 5.430, -3.031], [-0.267, 4.548, -0.734], [-1.235, 3.859, -1.108], [0.329, 4.263, 0.526], [1.631, 5.036, 0.970], [2.112, 4.809, 2.245], [1.823, 7.205, -1.640], [-0.089, 4.528, -3.264], [-0.153, 3.556, 1.212], [2.872, 5.571, 2.251], [-1.758, -5.822, -5.006], [-1.390, -5.432, -3.893], [-0.008, -4.879, -3.791], [0.453, -4.123, -2.549], [1.665, -3.506, -2.462], [-0.513, -4.130, -1.376], [-0.222, -3.512, -0.363], [-1.652, -4.957, -1.414], [-2.171, -5.647, -2.713], [-3.345, -6.293, -2.695], [0.623, -4.706, -4.912], [2.093, -3.772, -3.253], [-2.085, -5.126, -0.324], [-3.418, -6.629, -3.577], [-4.688, 1.513, -1.622], [-5.084, 1.287, -0.555], [-4.273, 1.745, 0.537], [-4.799, 1.473, 1.990], [-4.171, 1.923, 3.165], [-6.096, 0.703, 2.297], [-6.430, 0.512, 3.421], [-6.791, 0.257, 1.156], [-6.274, 0.502, -0.248], [-6.965, 0.051, -1.354], [-3.213, 2.081, 0.315], [-3.430, 2.434, 3.095], [-7.865, -0.274, 1.158], [-6.338, 0.289, -1.962], [5.181, 4.318, 0.233], [4.758, 4.199, -0.890], [4.118, 3.013, -1.336], [3.481, 3.028, -2.738], [2.870, 1.841, -3.343], [3.635, 4.115, -3.708], [3.219, 4.059, -4.834], [4.486, 5.149, -3.259], [5.021, 5.247, -1.808], [5.625, 6.407, -1.426], [4.138, 2.281, -0.799], [2.390, 1.556, -2.634], [4.988, 6.115, -3.780], [5.931, 6.239, -0.538], [-4.576, -3.494, -4.545], [-4.722, -3.296, -3.332], [-5.911, -3.727, -2.612], [-6.054, -3.575, -1.040], [-7.022, -4.296, -0.379], [-5.054, -2.808, -0.309], [-5.136, -2.642, 0.861], [-3.901, -2.349, -1.143], [-3.863, -2.444, -2.607], [-2.816, -2.077, -3.301], [-6.692, -4.374, -3.177], [-7.697, -4.592, -0.933], [-3.311, -1.647, -0.611], [-2.946, -2.517, -4.304], [1.907, 2.800, 6.392], [2.922, 2.895, 5.760], [3.073, 2.487, 4.378], [4.522, 2.224, 3.823], [4.727, 2.268, 2.456], [5.754, 2.296, 4.670], [6.885, 2.060, 4.209], [5.572, 2.791, 6.063], [4.138, 3.106, 6.555], [4.068, 3.537, 7.895], [2.302, 2.769, 3.611], [5.575, 2.236, 2.177], [6.317, 3.180, 6.668], [3.194, 3.646, 8.180], [-1.381, -5.899, 2.172], [-1.178, -4.734, 2.561], [-2.180, -3.731, 2.376], [-1.835, -2.321, 2.667], [-2.715, -1.315, 2.411], [-0.652, -1.853, 3.370], [-0.529, -0.728, 3.883], [0.300, -2.843, 3.517], [0.098, -4.290, 3.018], [1.148, -5.335, 3.114], [-3.223, -4.185, 1.919], [-3.545, -1.586, 1.930], [1.278, -2.386, 3.995], [0.804, -6.013, 2.605], [-0.420, -0.127, 0.241], [0.931, 0.646, -0.192], [1.978, 0.900, 0.802], [1.127, 0.891, -1.369], [0.128, -0.995, 0.345], [-1.090, -0.346, -0.683], [-1.092, 0.202, 0.935], [1.793, 0.411, 1.730], [2.232, 2.003, 0.977], [3.008, 0.519, 0.727], [4.469, -5.190, 2.291], [3.973, -3.733, 2.245], [3.214, -3.236, 1.042], [4.143, -3.040, 3.343], [3.650, -5.871, 2.392], [5.074, -5.357, 3.042], [4.934, -5.562, 1.362], [2.677, -3.942, 0.586], [3.852, -2.959, 0.397], [2.589, -2.447, 1.255], [-0.349, 0.824, -5.422], [-0.757, 1.829, -4.377], [-1.865, 1.241, -3.385], [-0.492, 3.024, -4.433], [0.550, 1.076, -6.050], [-1.121, 0.730, -6.028], [-0.121, -0.092, -4.977], [-1.614, 0.599, -2.761], [-2.781, 1.304, -3.861], [-1.916, 2.243, -2.795]],
  "forces_ev_per_a": [[3.46, 2.98, 1.62], [-2.02, -2.36, -1.35], [-5.64, -3.36, -2.17], [5.57, 2.77, -0.98], [0.90, 2.12, 3.79], [-1.53, -2.44, -0.51], [0.78, 1.13, 0.15], [5.82, 3.18, 2.92], [-7.57, -5.37, 1.38], [1.89, 3.23, -3.25], [0.76, 1.11, -1.26], [-0.95, -1.39, -0.38], [0.38, 0.30, -0.43], [-1.88, -2.18, 0.31], [-0.58, 0.16, 1.24], [2.52, -0.32, -3.03], [2.91, 4.05, 1.57], [-1.52, -2.75, -5.09], [-2.63, -0.59, 1.35], [2.22, 0.62, 0.21], [0.10, 0.17, -0.19], [-4.24, -4.14, -2.76], [0.76, 3.37, 8.17], [1.60, 0.80, 0.44], [-2.05, -0.78, 3.71], [1.12, -0.12, -1.36], [0.43, 0.25, -2.76], [-0.60, -0.69, -1.43], [0.59, 0.33, -6.38], [0.91, -0.09, 5.54], [-0.81, -1.11, 7.17], [4.14, 2.61, -3.14], [-5.08, -3.60, -1.80], [1.47, 0.99, -0.82], [-0.43, -0.22, 1.66], [-1.73, -0.89, -7.70], [-4.63, -1.98, 4.95], [-0.98, -0.27, 4.67], [-1.63, -0.06, 0.46], [3.17, 2.04, -1.12], [2.83, 1.21, 0.44], [2.29, 0.92, -3.99], [0.77, 0.18, 2.08], [-0.05, -0.84, 0.40], [-3.56, 7.67, -12.32], [1.06, -4.58, 4.18], [3.67, 5.17, -0.89], [1.17, 0.51, -0.33], [-0.82, -0.35, -0.74], [5.25, 5.15, 5.99], [-2.41, 2.48, -7.94], [-0.79, -1.96, -1.09], [-0.17, -8.45, 5.90], [-2.55, -2.33, 3.36], [-2.02, -2.67, 0.41], [0.30, 0.02, 1.07], [0.74, 0.05, 1.08], [-4.39, -1.08, -1.26], [-1.94, -1.17, 5.14], [-2.09, -3.35, -7.39], [3.54, 2.79, 1.26], [1.66, -0.13, -2.92], [0.04, 0.64, 2.67], [-1.60, 0.26, -3.83], [3.04, 0.44, 5.82], [0.27, -0.49, -3.07], [1.49, 1.25, 1.18], [-1.57, -0.82, -1.84], [1.06, 0.38, 0.14], [-0.02, 1.40, 3.17], [-1.95, 0.84, 0.60], [0.86, -2.25, -0.30], [5.65, 0.02, -3.95], [-5.25, 2.33, -0.35], [-5.94, -0.38, 3.54], [1.93, 0.35, 1.48], [-2.23, 0.31, 0.22], [-7.80, 0.81, -0.32], [7.50, -0.06, 1.20], [2.44, -1.10, -3.63], [0.79, -0.79, 1.01], [4.84, -0.28, -0.75], [1.63, 0.03, 0.97], [-2.53, 0.14, 0.29], [0.80, 0.88, 0.74], [-2.03, -1.26, -2.05], [-1.31, 3.48, 0.10], [-5.56, -3.15, -2.25], [0.06, -0.73, -0.38], [-0.55, 1.88, 1.19], [-0.48, -1.52, -1.28], [4.38, -6.39, -0.47], [5.61, 3.66, 3.53], [-1.68, 6.01, 1.45], [2.77, 1.87, 1.27], [1.00, -0.32, 0.61], [-1.74, -1.80, -1.07], [-1.45, -2.64, -1.67], [1.51, 1.27, -5.28], [-1.82, 0.08, -1.36], [1.95, 1.31, 1.90], [-0.23, -0.06, 0.21], [0.25, -2.77, 1.38], [1.45, 0.69, 1.10], [-0.85, 0.87, 2.64], [-0.97, 0.15, 1.17], [-0.99, -1.28, -0.25], [-0.28, -0.24, -1.49], [-2.47, 1.31, -4.58], [0.47, 1.31, 5.41], [-0.93, -0.92, 5.89], [-0.88, -2.64, -5.35], [-1.00, -0.13, 0.22], [3.16, -0.47, 3.91], [0.04, 0.58, 0.09], [-2.20, -3.20, -1.48], [5.01, 2.33, -4.93], [-1.30, 1.87, 0.82], [4.88, 2.12, 1.39], [-1.19, -0.25, -0.20], [1.16, 11.00, -3.85], [0.02, -1.55, 0.45], [-0.86, 0.28, 0.72], [-3.81, -0.63, -2.89], [0.08, -1.62, 0.87], [2.06, -6.53, 4.98], [-1.86, -0.94, -1.07], [-0.31, -1.73, -0.19]],
  "mulliken_charge": [-0.61, 0.76, -0.68, 0.30, -0.47, 0.51, -0.61, -0.79, 0.23, -0.50, 0.60, 0.38, 0.58, 0.40, -0.63, 0.87, -0.75, 0.62, -0.30, 0.08, -0.24, -0.14, -0.04, -0.49, 0.14, 0.28, 0.13, 0.34, -0.56, 0.98, -0.35, 0.31, -0.43, 0.55, -0.54, -0.52, -0.15, -0.59, 0.38, 0.31, 0.24, 0.34, -0.66, 1.47, -2.01, 0.58, -0.42, 0.32, -0.55, -0.42, -0.01, -0.56, 1.52, 0.43, 0.21, 0.38, -0.72, 1.25, -0.87, 0.39, -0.47, 0.35, -0.70, 0.38, -0.19, -0.59, 0.15, 0.35, 0.18, 0.54, -0.57, 0.54, -0.39, 0.40, -0.20, 0.54, -0.60, -0.82, 0.33, -0.49, 0.26, 0.26, 0.48, 0.33, -0.69, 1.17, -0.07, 0.44, -0.29, 0.37, -0.66, -0.57, -0.10, -0.49, 0.08, 0.20, 0.33, 0.31, 0.40, 0.79, -0.62, -1.10, -0.44, -0.71, 0.89, 0.42, -0.50, 0.53, -1.35, 1.03, -1.65, -0.62, 0.21, 0.47, 0.37, 0.39, 1.08, 0.11, -1.58, 0.92, -0.44, -0.71, 0.30, 0.57, 0.35, -0.17, 0.62, 0.10]
}